1.
61
Properties=species:S:1:pos:R:3:forces:R:3 method="wB97M-V/def2-TZVPD" gap_ev=5.24 homo_energy_ev=-2.78 spin_multiplicity=1 charge=-1 e_tot_ev=-74497.559 fmax_ev_per_a=1.351
C -5.16339 -0.17791 -0.16615 0.1 -0.2 0.1
C -3.64373 -0.24301 -0.08287 -0.4 -0.3 0.3
N -3.11447 0.58485 1.00602 1.0 0.2 -0.9
C -3.41674 2.01611 0.86069 -0.6 0.2 0.1
C -2.93323 2.63311 -0.45129 0.0 0.2 0.1
C -1.87131 0.30380 1.53483 -0.5 -0.2 0.1
S -1.31869 1.05309 2.89474 0.2 0.2 0.3
S -0.84474 -0.96994 0.91035 0.0 0.0 0.1
C -0.89623 -0.90427 -0.90964 0.3 -0.3 0.0
C 0.50830 -1.14716 -1.48140 -0.3 0.4 -0.1
C 0.71219 -0.25377 -2.72424 0.4 0.1 0.2
C 1.41031 1.05572 -2.38244 0.0 -0.2 -0.8
C 1.04179 2.20045 -3.14050 0.0 -0.1 0.7
Cl 0.52858 1.98665 -4.91357 -0.2 -0.1 -0.4
C 1.03594 3.46254 -2.70062 -0.1 0.3 -0.1
C 1.29015 3.88642 -1.29595 -0.1 -0.2 0.2
Cl 0.75596 4.84108 -3.75663 0.1 0.2 -0.1
H -5.49099 -0.65032 -1.09071 0.0 0.0 -0.1
H -5.54700 0.83721 -0.15847 -0.1 0.1 -0.1
H -5.60793 -0.72713 0.66204 -0.1 0.1 0.1
H -3.37436 -1.27190 0.14818 0.1 0.0 -0.1
H -3.20123 -0.00709 -1.04580 -0.1 0.2 -0.1
H -4.49603 2.13670 0.93184 -0.1 0.0 0.1
H -3.00342 2.54619 1.70825 0.2 -0.2 0.1
H -1.99234 2.20761 -0.79679 0.1 -0.1 0.0
H -2.74922 3.69370 -0.28466 0.0 0.1 0.0
H -3.68504 2.57122 -1.23613 0.1 -0.2 -0.2
H -1.22593 0.07645 -1.23709 0.0 0.1 0.2
H -1.58227 -1.67544 -1.25158 -0.2 0.1 -0.2
H 0.65083 -2.19424 -1.74223 0.0 -0.2 0.2
H 1.23857 -0.83885 -0.73794 0.2 -0.2 0.0
H 1.28924 -0.83210 -3.45613 -0.1 -0.1 -0.2
H -0.25104 -0.03209 -3.18682 -0.1 -0.1 -0.1
H 2.49610 0.93402 -2.47764 0.1 0.1 0.5
H 0.53262 4.59941 -0.96361 0.0 0.1 0.0
H 2.26931 4.35792 -1.19266 0.1 0.1 0.0
H 1.26182 3.00476 -0.65911 0.0 -0.1 0.0
C -2.31212 -3.70862 6.18349 0.0 -0.1 0.1
O -3.50618 -3.71609 5.95042 0.0 0.0 0.0
N -1.39405 -3.01783 5.48976 0.1 0.1 -0.1
C 0.01270 -3.06090 5.82570 -0.1 0.0 0.0
C -1.81544 -2.19609 4.36163 -0.1 -0.1 0.1
H -1.87189 -4.29087 7.01362 0.0 0.0 0.0
H 0.38125 -2.06383 6.07421 0.0 0.0 0.0
H 0.59882 -3.44430 4.98829 0.0 0.0 0.0
H 0.16174 -3.71341 6.68457 0.0 0.0 0.0
H -2.52302 -1.43525 4.68726 0.0 0.0 0.0
H -2.30288 -2.81136 3.60519 0.0 0.0 0.0
H -0.94664 -1.71052 3.92843 0.0 0.0 0.0
C 4.10327 -1.12403 -2.81654 -0.3 0.2 -0.1
O 3.67410 -2.01024 -2.10806 0.1 -0.3 0.1
N 5.21119 -0.40296 -2.54493 0.2 -0.1 0.0
C 5.65621 0.66862 -3.40609 0.0 0.0 0.1
C 5.94906 -0.70888 -1.33503 -0.1 0.0 0.0
H 3.59488 -0.80531 -3.74147 0.0 0.0 0.0
H 6.66210 0.47240 -3.78786 0.0 0.0 0.0
H 5.66608 1.62018 -2.87016 0.0 0.0 0.0
H 4.97374 0.75911 -4.24844 0.0 0.0 0.0
H 6.30302 -1.74089 -1.34992 0.0 0.0 0.0
H 5.31176 -0.58744 -0.45850 0.0 0.0 0.0
H 6.79990 -0.03530 -1.25980 0.0 0.0 0.0


2.
61
Properties=species:S:1:pos:R:3:forces:R:3 method="wB97M-V/def2-TZVPD" gap_ev=10.75 homo_energy_ev=-10.64 smiles="COC(=O)OC.COC(=O)OC.COC(=O)OC.ClCCl.ClCCl.ClCCl.ClCCl.ClCCl" spin_multiplicity=1 charge=0 e_tot_ev=-158621.525 fmax_ev_per_a=5.350 de_lowest_kcal_mol=57.4
C 13.03392 -3.99683 20.85589 -0.9 -0.3 -0.4
O 13.48092 -2.96840 21.75240 -1.4 -1.0 1.1
C 14.65679 -2.46370 21.63381 2.2 2.5 -0.4
O 15.33600 -2.50476 20.64343 0.6 -0.5 0.0
O 14.99228 -1.66754 22.72674 -0.9 -1.5 -1.0
C 16.34348 -1.26020 22.83316 1.0 0.6 0.3
H 13.60393 -4.16834 19.94277 0.4 0.6 0.3
H 12.01719 -3.71936 20.57774 0.1 0.1 0.0
H 12.94695 -4.95334 21.37127 0.3 0.2 0.4
H 16.38450 -0.68911 23.76068 0.0 -0.3 0.1
H 16.75668 -0.59677 22.07340 -0.8 0.1 -0.5
H 17.08567 -2.05822 22.85352 -0.5 -0.5 0.3
C 15.89871 -4.58523 12.95643 -0.8 -0.8 0.3
O 15.36739 -3.33813 13.44772 -0.2 0.6 0.0
C 14.26941 -3.32060 14.23780 -1.0 -0.4 0.5
O 13.59237 -4.28157 14.56428 1.0 1.5 -0.4
O 14.03354 -2.00597 14.60048 0.4 -1.4 -0.5
C 12.95419 -1.62599 15.45859 -0.5 0.1 1.0
H 16.37815 -4.54846 11.97822 0.0 1.2 0.1
H 15.08745 -5.29253 12.78411 0.0 -0.1 0.5
H 16.63622 -4.97490 13.65809 -0.2 0.0 0.1
H 13.12430 -0.57394 15.68738 0.0 0.0 -0.4
H 12.87164 -2.09370 16.43968 1.0 -0.6 0.0
H 11.92539 -1.76558 15.12663 0.3 0.0 -1.1
C 10.85057 6.71068 16.03639 0.1 2.4 0.5
O 10.08437 5.61199 15.73952 1.9 -0.8 -2.2
C 9.08844 5.23007 16.42058 -2.5 -1.1 4.6
O 8.63570 5.68340 17.48900 0.9 -0.5 -2.6
O 8.70958 4.07686 15.86156 -0.3 -0.6 -0.5
C 7.76204 3.19370 16.43434 -1.3 0.3 0.3
H 11.82843 6.70303 15.55490 -0.2 -0.6 -0.2
H 11.00608 6.85400 17.10567 -0.2 -0.1 0.0
H 10.28289 7.53687 15.60830 0.4 0.6 0.4
H 7.43153 2.51065 15.65184 0.5 0.0 -0.1
H 6.84339 3.69156 16.74468 0.1 0.5 0.1
H 8.09359 2.63332 17.30850 0.6 0.1 -0.1
Cl 9.92644 2.90257 22.39334 -0.4 -0.1 0.2
C 8.37649 3.57712 23.01152 0.5 0.8 -1.5
Cl 7.79893 2.84252 24.44251 -0.2 -0.5 1.0
H 8.58722 4.63715 23.15309 -0.2 -0.2 0.2
H 7.61403 3.46606 22.24053 0.3 -0.1 0.0
Cl 14.12691 6.29483 26.55209 -0.6 0.2 0.6
C 12.58718 6.21925 27.47924 -0.2 -0.1 -0.4
Cl 11.34269 7.35956 26.83307 0.6 -0.6 0.3
H 12.23918 5.19235 27.36757 -0.2 0.3 -0.1
H 12.70884 6.43994 28.53971 0.4 0.2 -0.3
Cl 21.92197 -1.10206 18.07286 0.6 -0.1 0.7
C 20.26574 -1.20748 17.49592 0.5 -0.1 0.0
Cl 20.35848 -0.96457 15.74216 -0.7 0.1 0.0
H 19.91624 -2.21489 17.72197 -0.2 0.3 -0.2
H 19.72210 -0.43056 18.03345 -0.2 -0.2 -0.6
Cl 9.47198 11.53206 18.92917 0.1 -0.5 1.2
C 9.72563 11.24310 20.72900 0.4 1.2 -0.7
Cl 11.21407 10.37580 21.09455 -0.2 -0.4 -0.2
H 9.93171 12.24153 21.11473 -0.5 -0.2 0.0
H 8.84431 10.78889 21.18183 0.3 -0.1 -0.3
Cl 15.81188 4.01372 19.09905 -0.4 0.3 1.0
C 15.48617 4.93254 20.65903 -0.1 -0.7 -1.0
Cl 16.55158 6.29922 20.70795 0.4 0.5 0.3
H 14.46145 5.30275 20.62721 0.2 -0.3 0.0
H 15.67342 4.25916 21.49544 0.0 0.1 -0.2


3.
5
Properties=species:S:1:pos:R:3:forces:R:3 method="wB97M-V/def2-TZVPD" gap_ev=8.14 homo_energy_ev=-16.15 spin_multiplicity=1 charge=+1 e_tot_ev=-53555.814 fmax_ev_per_a=2.024 de_lowest_kcal_mol=0.0
O 0.43213 1.15041 -0.23491 0.9 0.5 -0.3
C 0.07469 -1.42033 1.10348 -0.5 -0.2 -1.3
O -0.28510 -1.39013 0.00759 0.3 -1.1 1.7
Zn -0.28914 0.06610 -1.40597 -0.2 0.5 0.0
H 0.06742 1.59395 0.52982 -0.5 0.3 -0.1


4.
103
Properties=species:S:1:pos:R:3:forces:R:3 method="wB97M-V/def2-TZVPD" gap_ev="5.15 / 5.90" homo_energy_ev="-2.87 / -3.63" spin_multiplicity=5 charge=-1 e_tot_ev=-124146.200 fmax_ev_per_a=0.308 de_lowest_kcal_mol=0.0 s2=6.02
Cr 0.09669 0.36615 0.34373 -0.2 0.0 0.3
C -2.25101 1.83559 -4.90069 0.0 0.0 0.0
N -1.09069 1.10790 -4.41542 0.0 0.0 0.0
C 0.10800 1.92342 -4.29943 0.0 0.0 0.0
C -1.25865 0.14987 -3.40816 0.1 -0.1 -0.2
O -0.56747 0.15455 -2.40398 0.0 0.2 0.2
N -2.19912 -0.81066 -3.64351 -0.1 0.0 0.0
C -2.53698 -1.26100 -4.97814 0.0 0.0 0.0
C -2.42178 -1.78206 -2.58221 0.0 0.0 0.1
H -2.36160 2.79093 -4.37032 0.0 0.0 0.0
H -3.15863 1.26009 -4.74347 0.0 0.0 0.0
H -2.15121 2.05384 -5.96712 0.0 0.0 0.0
H 0.29362 2.40315 -5.26234 0.0 0.0 0.0
H 0.95813 1.29679 -4.04201 0.0 0.0 0.0
H 0.03026 2.70134 -3.53426 0.0 0.1 0.1
H -2.04153 -0.65007 -5.72710 0.0 0.0 0.0
H -3.61740 -1.22685 -5.14732 0.0 0.0 0.0
H -2.20939 -2.29725 -5.11102 0.0 0.0 0.0
H -2.35796 -1.28526 -1.61776 0.0 -0.1 -0.1
H -1.68706 -2.59239 -2.62468 0.0 0.0 0.0
H -3.42251 -2.20001 -2.69665 0.0 0.0 0.0
Cl -1.85004 -4.90382 4.92079 0.0 0.0 0.0
C -0.25954 -4.75982 4.23866 0.0 0.0 0.0
C 0.78512 -5.42438 4.85689 0.0 0.0 0.0
C 2.07308 -5.27982 4.36616 0.0 0.0 0.0
C 2.30420 -4.49089 3.25190 0.0 0.0 0.0
C 1.24263 -3.85830 2.62459 0.0 -0.1 0.0
Cl 1.53554 -2.93105 1.20188 0.0 0.0 0.0
C -0.06913 -3.95953 3.10648 0.0 0.0 0.0
N -1.12094 -3.25670 2.52136 0.0 0.0 0.0
C -2.14882 -3.90283 1.82197 0.0 0.0 0.0
C -2.08664 -5.25606 1.49486 0.0 0.0 0.0
C -3.11598 -5.86295 0.79173 0.0 0.0 0.0
C -4.21930 -5.12465 0.39506 0.0 0.0 0.0
C -4.28331 -3.77741 0.72831 0.0 0.0 0.0
C -3.27391 -3.15058 1.44586 0.0 0.0 0.0
C -3.40163 -1.69926 1.82874 0.0 0.1 0.1
C -2.62018 -0.78000 0.88693 0.0 -0.2 -0.2
O -3.22271 -0.07620 0.08072 0.0 0.0 0.1
O -1.33995 -0.89235 0.99329 0.0 0.0 0.1
H 0.58222 -6.02757 5.73082 0.0 0.0 0.0
H 2.89743 -5.78141 4.85590 0.0 0.0 0.0
H 3.29973 -4.35740 2.85134 0.0 0.0 0.0
H -0.88609 -2.34640 2.11514 0.0 0.0 0.0
H -1.21625 -5.83149 1.78524 0.0 0.0 0.0
H -3.04584 -6.91620 0.54789 0.0 0.0 0.0
H -5.02495 -5.58975 -0.15891 0.0 0.0 0.0
H -5.14695 -3.18935 0.43812 0.0 0.0 0.0
H -3.01453 -1.55616 2.84120 0.0 0.0 0.0
H -4.44804 -1.40264 1.79688 0.0 0.0 0.0
C -1.11719 6.54424 -0.24483 0.0 0.0 0.0
C -1.88837 6.05201 -1.46578 0.0 0.0 0.0
C -0.93169 5.57950 -2.55577 0.0 0.0 0.0
C -2.90998 4.97597 -1.08412 0.0 0.0 0.0
N -2.33985 3.86486 -0.34192 0.0 0.0 0.0
C -1.60892 2.82409 -0.73976 -0.1 0.0 0.0
N -1.28745 2.12555 0.31575 0.1 0.1 -0.1
N -1.81534 2.76124 1.37645 -0.1 -0.1 0.0
N -2.45522 3.80110 0.99738 0.1 0.0 0.0
H -0.48780 7.39402 -0.51263 0.0 0.0 0.0
H -0.46346 5.75729 0.13616 0.0 0.0 0.0
H -1.78763 6.84956 0.56072 0.0 0.0 0.0
H -2.49002 6.87706 -1.86526 0.0 0.0 0.0
H -0.24662 4.81825 -2.17746 0.0 0.0 0.0
H -0.31637 6.41157 -2.90311 0.0 0.0 0.0
H -1.47473 5.18386 -3.41981 0.0 0.0 0.0
H -3.39814 4.57389 -1.97392 0.0 0.0 0.0
H -3.67669 5.39093 -0.43143 0.0 0.0 0.0
H -1.33450 2.58646 -1.75048 0.0 0.0 0.0
C 0.64796 -0.30666 4.17199 0.0 0.0 0.0
Si 1.34426 0.58977 2.63335 0.0 0.0 -0.1
C 1.56056 2.39432 3.23571 0.0 0.0 0.0
C 3.16416 -0.01644 2.53727 0.0 0.1 0.0
C 3.66674 -1.11486 3.23992 0.0 0.0 0.0
C 4.95953 -1.58831 3.04091 0.0 0.0 0.0
C 5.80072 -0.96626 2.12922 0.0 0.0 0.0
C 5.33543 0.14308 1.43055 0.0 0.0 0.0
C 4.04264 0.60218 1.63604 0.0 0.0 0.0
H 1.23939 -0.12057 5.07599 0.0 0.0 0.0
H 0.58725 -1.39069 4.02793 0.0 0.0 0.0
H -0.37151 0.04411 4.35600 0.0 0.0 0.0
H 2.13365 2.45826 4.16697 0.0 0.0 0.0
H 0.57559 2.84087 3.40142 0.0 0.0 0.0
H 2.06419 3.00298 2.47916 0.0 0.0 0.0
H 3.02944 -1.62513 3.95543 0.0 0.0 0.0
H 5.31204 -2.44778 3.60246 0.0 0.0 0.0
H 6.80807 -1.33366 1.97025 0.0 0.0 0.0
H 5.98580 0.65117 0.72501 0.0 0.0 0.0
H 3.69779 1.46756 1.07576 0.0 0.0 0.0
C 4.18733 -1.01462 -1.99152 0.0 0.0 0.0
N 3.45784 0.21873 -1.76149 0.0 0.0 -0.1
C 3.93643 1.42798 -2.18217 0.0 0.0 0.0
C 3.26307 2.56874 -1.97290 0.0 0.0 0.1
C 1.99602 2.53699 -1.23772 0.0 0.0 -0.1
O 1.31852 3.55591 -1.07144 0.0 0.0 0.0
N 1.60500 1.31586 -0.77605 0.0 0.0 0.0
C 2.23390 0.16973 -1.11193 0.1 0.1 0.1
O 1.72236 -0.91735 -0.81164 0.1 -0.1 -0.1
H 5.25542 -0.82336 -1.89256 0.0 0.0 0.0
H 3.97775 -1.42472 -2.98219 0.0 0.0 0.0
H 3.87947 -1.73656 -1.24054 0.0 0.0 0.0
H 4.89007 1.39476 -2.69442 0.0 0.0 0.0
H 3.64414 3.51939 -2.31288 0.0 0.0 0.0


5.
29
Properties=species:S:1:pos:R:3:forces:R:3 method="wB97M-V/def2-TZVPD" gap_ev="5.26 / 7.52" homo_energy_ev="-12.25 / -16.82" spin_multiplicity=3 charge=+2 e_tot_ev=-15527.697 fmax_ev_per_a=6.525 de_lowest_kcal_mol=20.7 s2=2.01
C -4.10227 -1.84033 0.18795 4.9 -0.5 -1.9
C -3.52024 -3.05830 -0.19799 1.4 4.2 0.0
C -3.12774 -0.84209 -0.05841 -1.8 -4.9 0.3
C -0.08218 -0.40371 -1.82659 0.6 -1.4 -1.0
C 1.24404 2.45078 1.79266 -4.3 2.1 3.6
C -0.95296 -0.90661 -1.18132 -0.5 0.1 1.0
C 0.60745 -0.02123 -3.05753 0.2 1.7 0.4
C 1.48842 1.17256 2.41488 -0.7 0.2 -0.9
C 2.80087 0.35807 0.43681 -3.5 -0.2 -0.3
N -2.25694 -2.75529 -0.60351 -0.9 -3.7 -0.9
N -2.02545 -1.43314 -0.52876 0.3 -0.2 -0.6
N 2.17245 3.12753 1.18730 3.0 0.6 -1.2
N 1.44462 0.58272 1.07976 -1.0 -6.0 -2.5
H -4.99576 -1.75709 0.60970 -3.6 0.7 1.6
H -3.97493 -3.97914 -0.28034 -0.4 -2.1 0.0
H -3.22369 0.11774 0.16635 0.1 4.1 0.6
H 0.48782 -0.09154 0.67415 3.4 2.4 1.3
H 0.19448 2.72209 1.68802 0.5 0.2 -0.1
H 1.31882 -0.64247 -3.60276 0.4 -0.4 1.1
H -0.22415 -0.06724 -3.74861 -0.2 1.1 -0.5
H 1.04745 0.99793 -2.84411 -0.6 -0.9 -1.1
H -1.73689 -3.48886 -1.17424 -0.1 2.0 0.9
H 2.43066 1.05287 2.91560 0.7 -0.3 0.0
H 0.66913 0.87501 3.03915 -0.4 -0.3 0.2
H 3.34185 1.13433 0.79351 2.1 1.8 1.3
H 3.07094 -0.57040 0.84287 1.0 -1.5 0.0
H 2.79843 0.51506 -0.62609 -0.4 -0.7 -0.5
H 1.96323 3.80091 0.50687 -0.2 1.2 -0.7
H 3.14252 2.94983 1.39469 0.0 0.5 -0.1


6.
71
Properties=species:S:1:pos:R:3:forces:R:3 method="wB97M-V/def2-TZVPD" gap_ev=7.45 homo_energy_ev=-13.69 spin_multiplicity=1 charge=+2 e_tot_ev=-82234.221 fmax_ev_per_a=0.289 de_lowest_kcal_mol=0.0
Pd -0.21701 -1.34245 -0.37287 0.0 0.0 -0.2
C 5.31661 1.40623 -1.78784 0.0 0.0 0.0
C 4.13180 1.85030 -2.62980 0.0 0.0 0.0
N 3.01333 0.89555 -2.57738 0.0 0.1 0.1
C 2.35764 0.45430 -1.50601 0.0 -0.2 -0.2
S 1.71703 -1.15097 -1.64070 0.0 0.1 0.0
N 2.24167 1.14210 -0.37955 0.0 0.0 0.3
C 2.43012 2.58365 -0.17461 0.0 0.1 0.0
C 1.51587 3.43641 -1.04095 0.0 0.0 0.0
H 6.12432 2.13128 -1.88106 0.0 0.0 0.0
H 5.68898 0.43836 -2.12283 0.0 0.0 0.0
H 5.05632 1.32672 -0.73103 0.0 0.0 0.0
H 4.41593 1.90740 -3.67849 0.0 0.0 0.0
H 3.78982 2.84538 -2.35106 0.0 0.0 0.0
H 2.90066 0.30418 -3.38724 0.0 0.0 0.0
H 1.82742 0.63202 0.39617 -0.1 0.0 -0.2
H 3.47604 2.85235 -0.32139 0.0 0.0 0.0
H 2.21405 2.75232 0.87981 0.0 0.0 0.0
H 1.65811 3.23874 -2.10314 0.0 0.0 0.0
H 1.72132 4.49143 -0.86154 0.0 0.0 0.0
H 0.47028 3.24404 -0.80277 0.0 0.0 0.0
S -2.45008 -1.77348 0.25933 0.1 0.1 0.0
C -2.69759 -1.86373 1.96451 0.0 0.0 0.3
N -1.86005 -1.33785 2.85462 -0.2 0.0 -0.1
C -2.08860 -1.35811 4.30347 0.0 0.0 0.0
C -2.96366 -2.54466 4.66473 0.0 0.0 0.0
C -4.20658 -2.53792 3.79396 0.0 0.0 0.0
N -3.80094 -2.46811 2.38802 0.0 0.0 -0.1
H -1.08084 -0.79988 2.49603 0.1 0.1 0.0
H -2.56018 -0.42261 4.61275 0.0 0.0 0.0
H -1.11744 -1.42492 4.79197 0.0 0.0 0.0
H -3.24425 -2.48993 5.71490 0.0 0.0 0.0
H -2.41261 -3.47499 4.51427 0.0 0.0 0.0
H -4.84867 -1.68765 4.03393 0.0 0.0 0.0
H -4.78842 -3.44693 3.92774 0.0 0.0 0.0
H -4.38245 -2.89397 1.68344 0.0 0.0 0.0
C 3.23721 -0.52385 3.05369 0.0 0.0 0.0
S 1.59700 -1.20119 2.89215 -0.1 0.1 0.2
O 0.74752 -0.10653 2.25745 0.2 0.0 -0.1
C 1.82289 -2.40903 1.60044 0.0 0.0 -0.2
C 3.01495 -2.75714 1.01086 0.0 0.0 0.0
C 3.01193 -3.67633 -0.04514 0.0 0.0 0.0
C 1.83243 -4.20978 -0.52039 0.0 0.0 0.0
C 0.61892 -3.86976 0.08511 0.0 0.0 0.0
C 0.61166 -2.98817 1.16422 0.0 0.0 0.1
H 3.56911 -0.11158 2.10198 0.0 0.0 0.0
H 3.91216 -1.29869 3.41527 0.0 0.0 0.0
H 3.15779 0.26522 3.79907 0.0 0.0 0.0
H 3.95516 -2.33365 1.33522 0.0 0.0 0.0
H 3.95216 -3.95701 -0.50041 0.0 0.0 0.0
H 1.84630 -4.90732 -1.34651 0.0 0.0 0.0
H -0.30412 -4.34076 -0.22723 0.0 0.0 0.0
H -0.28090 -2.87513 1.76500 0.0 0.0 0.0
N -1.30578 1.63080 0.59009 0.0 -0.1 0.1
C -1.70537 1.48822 -0.67344 0.0 0.0 -0.1
S -1.04334 0.30520 -1.73378 0.0 0.0 0.1
N -2.59224 2.34557 -1.16276 0.0 0.0 0.0
C -3.16047 2.26381 -2.48694 0.0 0.0 0.0
C -4.15206 1.33017 -2.74407 0.0 0.0 0.0
C -4.70116 1.26738 -4.01444 0.0 0.0 0.0
C -4.26667 2.13923 -5.00449 0.0 0.0 0.0
C -3.27939 3.07470 -4.73073 0.0 0.0 0.0
C -2.71635 3.13859 -3.46445 0.0 0.0 0.0
H -0.56726 1.05146 0.96320 0.0 -0.1 0.0
H -1.74094 2.30306 1.20199 0.0 0.0 0.0
H -2.86795 3.13235 -0.59086 0.0 0.0 0.0
H -4.48193 0.66192 -1.95876 0.0 0.0 0.0
H -5.47528 0.54382 -4.22993 0.0 0.0 0.0
H -4.70415 2.09213 -5.99238 0.0 0.0 0.0
H -2.94699 3.75630 -5.50150 0.0 0.0 0.0
H -1.94278 3.86142 -3.23690 0.0 0.0 0.0